[1]
Here is a molecular structure, C21H39F2N4O19S2Zn in a non-equilibrium geometry from the Open Molecules 2025 dataset. Energies are from ωB97M-V/def2-TZVPD.

Calculated values
Spin multiplicity = 1
Net charge = +1
Highest occupied orbital energy = -12.159 eV
E_tot = -5247.154031 Eh
Lowest unoccupied orbital energy = -0.1950 Ha

Last column: Mulliken charge in e.
Positions of all 88 atoms, in Å:
Zn 1.15469 -0.65653 2.66862  1.114
N -0.02042 0.26990 1.45548  0.790
S -0.46742 1.63422 1.01888  0.760
O -1.73179 2.14406 1.44746  -0.562
O 0.29773 2.18360 -0.14918  -0.476
F 0.42515 2.23690 2.21869  -0.435
S -1.13656 -0.37861 0.32514  0.868
O -0.56239 -0.56106 -0.97078  -0.207
O -2.54808 -0.12942 0.45004  -0.608
F -1.15017 -1.88008 0.93517  -0.355
C 0.02922 -2.93171 5.97224  -0.182
O -0.12024 -3.88505 5.00474  -0.383
C -0.03256 -3.54381 3.69718  0.237
O 0.12350 -2.36117 3.30052  0.047
O -0.25262 -4.58528 2.83524  -0.145
C -0.03399 -5.88918 3.16224  -0.830
H -0.74055 -2.17410 5.82527  -0.195
H 0.96161 -2.38359 5.83682  0.245
H -0.15709 -3.35612 6.95878  0.315
H -0.19189 -6.49921 2.27285  0.271
H -0.83144 -6.21542 3.82987  0.363
H 0.94664 -6.17267 3.54449  0.364
C 3.00013 0.18863 -0.77202  -0.634
O 2.47201 -1.09453 -1.01879  -0.266
C 2.11285 -2.00684 -0.09076  0.717
O 1.98233 -1.91377 1.12564  -0.755
O 1.86857 -3.18122 -0.79554  -0.289
C 1.31610 -4.26986 -0.15004  -0.586
H 3.79012 0.37417 -1.49974  0.244
H 3.62510 0.04728 0.10975  0.424
H 2.25608 0.97701 -0.65823  0.118
H 2.11700 -4.60445 0.50928  0.334
H 1.06720 -5.08041 -0.83499  0.353
H 0.44220 -3.95728 0.42152  0.135
C -2.54807 -0.11432 4.80850  -0.514
O -1.64708 0.72248 5.54366  -0.326
C -0.35454 0.81627 5.18871  0.696
O 0.27486 0.12738 4.34858  -0.269
O 0.18845 1.82074 5.94359  -0.315
C 1.44672 2.34124 5.65522  -0.645
H -2.47797 -0.11968 3.72078  0.154
H -3.54326 0.23225 5.08705  0.329
H -2.50738 -1.16917 5.08002  0.261
H 2.22691 1.76062 6.14744  0.323
H 1.45269 3.39176 5.94582  0.291
H 1.76736 2.31023 4.61391  0.211
C -2.91419 0.49083 -5.87826  -0.515
O -3.15030 0.07196 -4.50904  -0.276
C -2.89588 -1.22252 -4.09312  0.663
O -2.61706 -2.15020 -4.84535  -0.565
O -2.92074 -1.31403 -2.69635  -0.131
C -2.90012 -2.56633 -2.03561  -0.813
H -3.39713 -0.20995 -6.55927  0.355
H -1.82978 0.38830 -5.91867  0.191
H -3.37260 1.47642 -5.95938  0.196
H -3.06857 -2.51057 -0.96015  0.158
H -1.85752 -2.87473 -2.11287  0.266
H -3.65314 -3.21999 -2.47582  0.465
C 2.24226 -1.95448 -7.60300  -0.646
O 2.42090 -1.33292 -6.29097  -0.296
C 1.57660 -0.23933 -5.89502  0.653
O 0.66258 0.26277 -6.56133  -0.575
O 1.79488 0.02012 -4.56154  -0.261
C 1.01620 1.00245 -3.74170  -0.109
H 2.56031 -1.34654 -8.44998  0.299
H 1.22498 -2.27127 -7.83300  0.289
H 2.90287 -2.82144 -7.59663  0.249
H 1.08326 0.81083 -2.67078  0.028
H -0.00188 1.05417 -4.12763  -0.181
H 1.29562 2.03748 -3.93851  0.443
C -0.95583 4.82385 3.74725  -0.284
C 0.20052 5.52383 3.10432  0.351
N 1.10362 6.03738 2.60016  -0.441
H -1.19683 5.40269 4.63885  0.362
H -0.67001 3.81770 4.05395  -0.229
H -1.82226 4.74309 3.09084  0.276
C -2.10400 2.17930 -2.59360  0.275
C -1.28061 3.39887 -2.40337  0.211
N -0.53259 4.30645 -2.30452  -0.530
H -1.60545 1.28926 -2.20969  -0.555
H -2.33774 2.21752 -3.65755  0.120
H -3.02891 2.27301 -2.02451  0.557
C 2.70892 4.83991 -0.99001  0.034
C 2.54970 5.29033 -2.40915  0.215
N 2.43149 5.67588 -3.51608  -0.453
H 2.02399 5.46925 -0.42176  0.142
H 3.70452 4.84199 -0.54632  0.394
H 2.32020 3.82443 -0.91391  -0.314


[2]
Here is 2 unconnected molecules or ions with the total composition C21H39IN5O4S in a non-equilibrium geometry from the Open Molecules 2025 dataset. Energies are from ωB97M-V/def2-TZVPD.

Calculated values
Spin multiplicity = 1
Net charge = +1
Highest occupied orbital energy = -10.319 eV
E_tot = -2093.394591 Eh
Lowest unoccupied orbital energy = -0.1328 Ha

Last column: Mulliken charge in e.
Positions of all 71 atoms, in Å:
C 4.31205 -2.65349 -1.50019  -0.676
C 5.81961 -1.93502 -1.58203  -0.583
I 6.81753 -1.77307 0.36030  0.102
C 5.74967 -0.53580 -2.44135  -0.572
C 4.67570 0.56849 -1.87290  0.475
C 4.53290 1.05366 -0.31331  -0.372
N 3.44754 2.10196 -0.20201  -0.074
C 2.99031 2.23091 -1.65290  0.016
C 1.81893 3.36593 -1.82737  -0.906
C 0.34178 2.66916 -1.67797  0.273
C -0.54650 3.19248 -0.40083  -0.517
N -0.74533 1.99833 0.55391  -0.549
N 3.63783 1.34699 -2.70846  0.293
C 3.34458 1.25817 -4.19183  -0.672
C 1.75045 1.19779 -4.57924  -0.639
C 0.97541 -0.16461 -4.04479  -0.278
C -0.68385 -0.07123 -4.23025  -0.799
S -1.61110 -0.08353 -2.60290  -0.022
C -2.44477 -1.72642 -2.26600  0.245
N -3.66967 -1.60026 -1.36921  -0.108
N -4.15163 -2.88972 -1.17344  -0.330
C -3.23446 -3.83300 -1.96347  -0.032
O -2.13051 -3.10790 -2.66206  -0.242
H 3.84445 -2.36967 -0.46205  0.284
H 4.52956 -3.81525 -1.61941  0.315
H 3.71611 -2.22188 -2.42497  0.106
H 6.47909 -2.68691 -2.23367  0.505
H 5.58186 -0.70340 -3.60109  0.263
H 6.82538 -0.03210 -2.33759  0.351
H 5.09467 0.75457 0.66867  0.151
H 3.11480 2.60105 0.65578  0.300
H 1.90028 3.76230 -2.94388  0.273
H 1.95436 4.26736 -1.05942  0.496
H 0.54251 1.50839 -1.48471  -0.042
H -0.23604 2.70931 -2.71146  0.184
H -0.01878 4.07743 0.15498  0.267
H -1.64696 3.45817 -0.77476  0.263
H 0.19230 1.55289 0.73226  0.225
H -1.30726 1.24064 0.07857  0.186
H 3.81585 0.23282 -4.58021  0.250
H 3.94020 2.10163 -4.79099  0.241
H 1.18101 2.19305 -4.29536  0.245
H 1.70408 1.14382 -5.77087  0.408
H 1.30914 -1.03322 -4.78830  0.375
H 1.29534 -0.46287 -2.95728  0.196
H -0.86336 1.00662 -4.71092  0.353
H -1.08641 -0.83691 -5.03546  0.416
H -3.47124 -4.97727 -1.89898  0.356
C -3.48954 1.28391 6.86434  -0.802
O -3.15874 0.78719 5.57917  -0.250
C -1.89531 0.11994 5.55904  -0.631
C -1.88180 -0.97171 4.48661  -0.215
O -2.59425 -2.15728 4.87223  -0.484
C -4.02404 -2.04989 4.89700  -0.340
C -4.65123 -1.95373 3.50213  -0.581
O -4.50830 -0.62828 2.98396  -0.299
C -4.48439 -0.60168 1.56755  -0.838
H -2.78253 2.06136 7.16757  0.323
H -4.49433 1.71178 6.81765  0.232
H -3.49943 0.47089 7.59793  0.348
H -1.67564 -0.32719 6.53477  0.364
H -1.13289 0.87081 5.32728  0.402
H -0.84338 -1.29249 4.34606  0.412
H -2.22663 -0.60344 3.52038  0.051
H -4.34654 -1.23802 5.55130  0.122
H -4.37521 -2.97996 5.35787  0.410
H -5.72473 -2.16331 3.56808  0.424
H -4.17919 -2.68425 2.84053  0.333
H -3.67390 -1.22891 1.18457  0.334
H -4.29891 0.42726 1.24895  0.298
H -5.44648 -0.93336 1.16438  0.386


[3]
Here is 2 unconnected molecules or ions with the total composition C21H39N2O from the Open Molecules 2025 dataset. Energies are from ωB97M-V/def2-TZVPD.

Calculated values
Spin multiplicity = 1
Net charge = +1
Highest occupied orbital energy = -10.729 eV
E_tot = -1008.029127 Eh
Lowest unoccupied orbital energy = -0.1093 Ha

Last column: Mulliken charge in e.
Positions of all 63 atoms, in Å:
C 3.88399 -1.52926 3.11708  -0.897
C 3.00029 -1.44866 2.12506  -0.489
C 1.51113 -1.48024 2.36550  -0.837
C 0.89545 -0.08410 2.49585  -0.158
N 1.60545 0.62570 3.63049  0.131
C 0.94012 1.93618 3.95679  -0.722
C 0.15395 2.49641 2.76515  -0.209
O 0.65682 2.14943 1.49891  -0.418
C 1.09736 0.80342 1.28238  -0.035
C 0.51528 0.29670 -0.04614  -1.479
C -0.73145 -0.59407 -0.02126  -0.786
C -1.91648 -0.06574 0.81677  0.015
C -2.45054 -1.18320 1.72090  -0.721
N -3.44702 -0.74519 2.66720  0.261
C -3.30770 0.31411 3.51901  -0.240
C -4.44343 0.43935 4.26319  -0.680
C -5.31684 -0.59616 3.84877  -0.670
C -4.67852 -1.30518 2.88032  -0.345
H 3.58233 -1.87507 4.10199  0.303
H 4.92911 -1.30580 2.94972  0.307
H 3.34588 -1.35407 1.10040  0.397
H 1.33316 -2.00847 3.30993  0.614
H 1.00480 -2.05796 1.59660  0.312
H -0.13817 -0.17327 2.83037  0.198
H 2.56872 0.79916 3.33678  0.541
H 1.61083 0.02457 4.45280  0.455
H 0.25224 1.75585 4.78263  0.360
H 1.69224 2.63611 4.31319  0.399
H 0.21303 3.58272 2.83265  0.443
H -0.90797 2.25239 2.86711  0.136
H 2.18633 0.86369 1.14537  0.751
H 1.30684 -0.24754 -0.56586  0.375
H 0.28621 1.18588 -0.63448  0.449
H -0.50988 -1.62266 0.26923  0.336
H -1.06904 -0.66442 -1.05773  0.431
H -2.74653 0.22947 0.17628  0.572
H -1.60810 0.77556 1.43512  -0.083
H -1.61951 -1.67864 2.24171  0.128
H -2.90282 -1.96070 1.10224  0.311
H -2.42654 0.93092 3.58107  0.241
H -4.64687 1.18899 5.00959  0.446
H -6.30059 -0.79247 4.24018  0.423
H -4.98867 -2.16942 2.31663  0.384
C 2.69489 -0.57252 -6.52658  -1.184
C 1.94737 0.67092 -6.05408  -0.496
C 1.74381 0.72085 -4.54096  -0.759
C 0.90256 -0.42227 -3.96998  0.607
C -0.50115 -0.55255 -4.55793  -0.600
C -1.37773 0.67125 -4.30733  -1.050
H 2.14951 -1.48817 -6.29313  0.280
H 2.84313 -0.54722 -7.60619  0.384
H 3.67955 -0.63523 -6.05845  0.292
H 0.98409 0.73706 -6.56639  0.238
H 2.51090 1.55742 -6.35399  0.374
H 1.28695 1.67873 -4.27566  0.359
H 2.72306 0.71016 -4.05075  0.415
H 0.81618 -0.28016 -2.88592  -0.840
H 1.43319 -1.36881 -4.10583  0.432
H -0.98251 -1.42854 -4.11379  0.363
H -0.44365 -0.75047 -5.63046  0.393
H -1.48295 0.86330 -3.23522  0.150
H -2.37746 0.52413 -4.71647  0.385
H -0.96462 1.56782 -4.77039  0.303